34
Properties=species:S:1:pos:R:3 method="wB97M-V/def2-TZVPD" homo_energy_ev=-8.6 multiplicity=1 orbital_gap_ev=9.318 e_lumo_ev=0.725 smiles=C#CCOCOCC#CCN(CC)CC e_above_lowest_kcal_mol=406.9
C -4.76 -1.72 -0.91
C -4.67 -0.59 -0.64
C -4.63 0.91 -0.26
O -3.53 1.27 -0.15
C -2.79 0.84 1.06
O -2.38 -0.36 0.79
C -1.52 -0.73 -0.23
C -0.09 -0.25 0.03
C 0.88 0.51 0.25
C 2.14 0.98 0.35
N 3.30 0.09 -0.48
C 3.36 -1.09 -0.19
C 3.79 -1.74 1.00
C 4.50 0.96 -0.30
C 5.47 0.60 -1.07
H -4.84 -2.86 -1.31
H -5.21 0.88 0.73
H -5.31 1.25 -1.11
H -1.84 1.59 0.73
H -3.21 1.17 1.86
H -1.39 -1.89 -0.02
H -1.86 -0.34 -1.16
H 2.51 0.99 1.51
H 2.13 1.91 0.30
H 2.44 -1.44 -0.50
H 3.97 -1.50 -0.90
H 3.06 -1.44 2.05
H 3.84 -2.97 1.15
H 4.78 -1.45 1.44
H 5.04 0.89 0.80
H 4.35 1.84 -0.38
H 5.15 0.60 -2.16
H 5.91 -0.43 -0.81
H 6.42 1.37 -1.46


40
Properties=species:S:1:pos:R:3 method="wB97M-V/def2-TZVPD" total_charge=+2 homo_energy_ev="-15.0 / -15.0" multiplicity=3 orbital_gap_ev="5.280 / 5.003" e_lumo_ev="-9.718 / -9.997" s2=2.009 e_above_lowest_kcal_mol=8.3
Ti -0.05 0.23 -1.84
O 0.09 3.52 -1.26
C 0.04 2.38 -1.50
C -0.18 -1.85 -1.66
O -0.24 -3.01 -1.59
C 2.03 0.19 -1.71
O 3.18 0.13 -1.61
C -2.18 0.37 -1.80
O -3.34 0.44 -1.68
C -0.04 0.96 -6.81
H -0.94 1.57 -6.80
H 0.92 1.48 -6.78
C -0.10 -0.38 -6.87
H 0.80 -1.00 -6.88
H -1.06 -0.91 -6.90
C 0.37 -3.77 2.44
C -0.44 -2.65 1.84
O 0.37 -1.61 1.18
P 0.18 -0.14 0.46
O 1.40 0.62 1.18
C 2.10 0.12 2.39
C 1.29 0.38 3.61
O -1.12 0.68 1.02
C -1.05 1.90 1.95
C -2.05 2.98 1.73
H 0.92 -4.36 1.70
H -0.29 -4.47 2.95
H 1.09 -3.43 3.18
H -1.14 -3.05 1.09
H -1.00 -2.13 2.62
H 2.36 -0.93 2.27
H 3.01 0.72 2.35
H 0.37 -0.22 3.62
H 1.87 0.12 4.49
H 1.02 1.43 3.66
H -0.04 2.33 1.92
H -1.21 1.42 2.91
H -3.07 2.63 1.74
H -1.97 3.70 2.56
H -1.88 3.57 0.83


44
Properties=species:S:1:pos:R:3 method="wB97M-V/def2-TZVPD" total_charge=-1 homo_energy_ev=-5.5 multiplicity=1 orbital_gap_ev=7.895 e_lumo_ev=2.442
C 5.39 0.50 1.85
C 4.14 0.75 0.85
C 2.93 1.52 1.56
O 1.81 0.63 1.74
C 0.65 1.06 0.98
F 0.21 2.19 1.75
O -0.18 -0.11 1.08
Al 0.96 -1.32 0.18
C -0.01 -2.87 -0.73
C -1.13 -3.46 0.24
C -2.18 -4.34 -0.61
F -2.59 -5.62 -0.14
C -2.70 -3.94 -1.85
F -3.00 -4.81 -2.90
F -2.89 -2.57 -2.03
O 1.49 -0.01 -1.04
C 0.93 1.26 -0.59
C -0.30 1.45 -1.58
C -1.50 2.33 -1.01
C -2.53 1.49 -0.09
S -4.30 1.85 -0.46
O -4.61 1.61 -1.91
O -5.23 1.05 0.41
O -4.54 3.46 -0.07
H 5.86 -0.52 1.70
H 5.05 0.57 2.94
H 6.20 1.29 1.68
H 4.52 1.24 -0.10
H 3.76 -0.29 0.54
H 2.67 2.52 1.07
H 3.30 1.78 2.61
H 2.12 -1.93 1.11
H -0.40 -2.50 -1.73
H 0.76 -3.69 -0.93
H -1.67 -2.67 0.87
H -0.69 -4.20 1.00
H 1.60 2.18 -0.75
H -0.69 0.46 -2.01
H 0.10 2.02 -2.50
H -2.12 2.66 -1.92
H -1.18 3.29 -0.50
H -2.32 1.76 0.99
H -2.38 0.37 -0.27
H -5.27 3.55 0.57


46
Properties=species:S:1:pos:R:3 method="wB97M-V/def2-TZVPD" total_charge=-1 homo_energy_ev=-4.8 multiplicity=1 orbital_gap_ev=6.771 e_lumo_ev=2.001 e_above_lowest_kcal_mol=51.4
N 0.50 2.45 -0.72
O 0.23 3.52 -0.18
O 1.33 2.50 -1.58
O -0.13 1.43 -0.48
Br -4.30 0.84 -3.28
C -2.57 0.52 -4.19
C -2.14 -0.93 -4.02
Br -0.52 -1.39 -5.08
H -1.83 1.30 -4.01
H -2.76 0.61 -5.26
H -2.96 -1.60 -4.25
H -1.92 -1.03 -2.96
Br -1.22 -4.20 4.19
C -2.43 -3.60 2.72
C -1.61 -2.79 1.64
Br -0.44 -3.91 0.47
H -3.27 -3.14 3.24
H -2.86 -4.43 2.16
H -0.99 -1.95 1.96
H -2.34 -2.32 0.99
C 4.59 -0.15 -4.03
C 5.04 -0.71 -2.67
C 4.16 -1.75 -2.02
O 5.09 -2.77 -1.76
C 6.26 -2.52 -2.26
O 7.25 -3.17 -1.97
O 6.26 -1.33 -2.87
H 3.55 0.18 -3.98
H 4.67 -0.96 -4.75
H 5.26 0.64 -4.35
H 5.30 0.15 -2.04
H 3.43 -2.15 -2.73
H 3.70 -1.37 -1.11
C -1.02 1.89 4.61
C -2.00 2.98 4.10
C -3.17 2.44 3.30
O -4.34 2.85 3.89
C -4.03 3.48 4.99
O -4.90 3.89 5.74
O -2.75 3.54 5.19
H -1.56 1.08 5.11
H -0.40 2.45 5.31
H -0.36 1.48 3.85
H -1.43 3.74 3.56
H -3.22 1.35 3.23
H -3.15 2.86 2.30


37
Properties=species:S:1:pos:R:3 method="wB97M-V/def2-TZVPD" total_charge=+1 homo_energy_ev=-11.7 multiplicity=1 orbital_gap_ev=6.638 e_lumo_ev=-5.050
Br 1.34 0.25 1.25
C -0.08 1.39 1.54
C -1.42 0.96 1.49
C -2.37 1.90 1.73
C -1.98 3.24 2.00
N -0.73 3.62 2.03
N 0.17 2.67 1.79
H -1.66 -0.08 1.29
H -3.42 1.64 1.72
H -2.71 4.01 2.21
H 1.13 3.00 1.82
C 1.99 1.53 -2.21
C 2.26 2.42 -3.43
C 3.76 2.24 -3.61
O 4.05 0.91 -3.16
C 2.94 0.37 -2.47
H 0.95 1.22 -2.12
H 2.27 2.06 -1.29
H 1.72 2.04 -4.30
H 1.98 3.46 -3.28
H 4.32 2.95 -3.00
H 4.08 2.34 -4.64
H 2.46 -0.40 -3.10
H 3.29 -0.11 -1.56
C -2.35 -4.26 1.17
C -1.18 -3.91 2.09
C -0.84 -2.50 1.62
O -2.08 -1.91 1.19
C -3.09 -2.93 1.08
H -2.98 -5.06 1.56
H -1.99 -4.56 0.19
H -1.50 -3.89 3.13
H -0.34 -4.59 2.01
H -0.14 -2.52 0.78
H -0.42 -1.88 2.41
H -3.80 -2.81 1.91
H -3.62 -2.79 0.14


39
Properties=species:S:1:pos:R:3 method="wB97M-V/def2-TZVPD" total_charge=+3 homo_energy_ev="-19.8 / -20.1" multiplicity=2 orbital_gap_ev="5.677 / 5.846" e_lumo_ev="-14.151 / -14.207" s2=0.768
C 2.24 -1.34 0.78
C 2.14 0.07 0.22
N 0.90 0.54 0.06
C 0.68 1.85 -0.32
C 1.82 2.67 -0.60
C 3.10 2.18 -0.43
C 3.27 0.84 -0.03
C -0.62 2.37 -0.32
P -2.11 1.42 -0.27
H 4.25 0.38 0.11
H 1.62 3.69 -0.90
H 3.97 2.80 -0.63
C 1.64 -2.66 -1.22
C 1.02 -3.45 1.00
H -0.69 3.46 -0.49
H 2.04 -1.31 1.86
H 3.26 -1.72 0.64
C -2.97 1.72 -1.86
C -3.10 2.24 1.02
H -3.93 1.18 -1.86
H -3.15 2.80 -1.99
H -2.34 1.35 -2.67
H -3.96 1.61 1.29
H -2.50 2.42 1.93
H -3.47 3.21 0.64
H 1.94 -4.05 1.12
H 0.68 -3.12 2.00
H 0.25 -4.08 0.53
H 2.58 -3.23 -1.21
H 0.83 -3.29 -1.63
H 1.78 -1.77 -1.84
C -3.76 -2.55 0.12
O -4.76 -3.05 0.32
Pb -1.17 -1.25 -0.20
O -0.58 0.15 2.52
H -1.29 0.83 2.41
H 0.19 0.57 2.08
N 1.25 -2.26 0.16
F -1.06 -1.21 -2.35


34
Properties=species:S:1:pos:R:3 method="wB97M-V/def2-TZVPD" total_charge=+2 homo_energy_ev=-17.3 multiplicity=1 orbital_gap_ev=8.075 e_lumo_ev=-9.187 e_above_lowest_kcal_mol=23.6
C -0.86 0.29 1.33
C 0.24 -0.17 2.96
C -0.05 -1.27 5.05
C 0.77 -0.69 4.12
C -1.44 0.42 -0.02
C 0.99 0.30 -0.75
C 1.52 -0.06 0.65
C -0.43 -0.23 -0.99
C 0.59 0.57 1.69
C 0.91 2.03 2.00
C -0.88 -0.62 -4.80
C -0.29 -0.92 -3.44
N -1.29 -0.23 2.43
N -0.86 0.01 -2.40
H 0.34 -1.65 5.99
H -1.11 -1.37 4.86
H 1.84 -0.60 4.28
H -2.42 -0.04 -0.07
H -1.54 1.49 -0.23
H 1.01 1.39 -0.87
H 1.68 -0.13 -1.48
H 1.53 -1.15 0.76
H 2.54 0.30 0.76
H -0.44 -1.31 -0.84
H 0.90 2.62 1.09
H 1.90 2.10 2.44
H 0.19 2.46 2.69
H -1.96 -0.77 -4.81
H -0.66 0.40 -5.12
H -0.45 -1.30 -5.53
H 0.80 -0.79 -3.46
H -0.51 -1.94 -3.13
H -1.89 -0.09 -2.46
H -0.65 0.97 -2.69


36
Properties=species:S:1:pos:R:3 method="wB97M-V/def2-TZVPD" homo_energy_ev=-8.6 multiplicity=1 orbital_gap_ev=9.331 e_lumo_ev=0.692 e_above_lowest_kcal_mol=28.0
C 2.06 -3.76 0.60
C 1.17 -2.74 -0.11
O 1.38 -2.35 -1.23
N 0.13 -2.34 0.66
C -0.90 -1.39 0.26
C -1.63 -1.95 -0.97
C -1.89 -1.29 1.42
C -0.24 -0.03 -0.08
C 0.80 0.41 0.96
C 1.29 1.79 0.69
C 0.72 2.67 -0.14
C 1.32 4.03 -0.36
C -0.52 2.31 -0.82
N -1.10 2.85 -1.82
O -0.52 3.96 -2.43
C -1.24 1.11 -0.26
H 2.89 -4.02 -0.06
H 2.45 -3.34 1.52
H 1.50 -4.65 0.83
H 0.05 -2.72 1.59
H -2.06 -2.92 -0.74
H -2.42 -1.28 -1.30
H -0.92 -2.08 -1.79
H -1.42 -0.87 2.31
H -2.27 -2.28 1.67
H -2.73 -0.66 1.15
H 0.29 -0.17 -1.03
H 1.65 -0.28 0.96
H 0.36 0.39 1.96
H 2.20 2.07 1.21
H 2.16 4.20 0.31
H 1.67 4.12 -1.39
H 0.57 4.81 -0.21
H -1.13 4.15 -3.16
H -2.05 0.85 -0.93
H -1.66 1.39 0.72


39
Properties=species:S:1:pos:R:3 method="wB97M-V/def2-TZVPD" homo_energy_ev=-9.2 multiplicity=1 orbital_gap_ev=9.702 e_lumo_ev=0.458 smiles="CC[C@H](C)[C@H](NC(=O)[C@@H](N)Cc1c[nH]cn1)C(=O)O" e_above_lowest_kcal_mol=35.7
C 0.86 -2.06 -4.12
C 1.62 -0.92 -3.42
C 0.98 -0.28 -2.25
C 1.81 0.97 -1.78
C 0.69 -1.20 -1.07
N -0.11 -0.57 -0.09
C -0.90 -1.23 0.84
O -0.81 -2.43 1.08
C -1.89 -0.35 1.65
N -2.83 -1.09 2.53
C -1.34 0.75 2.50
C -1.15 2.08 1.78
C -1.50 3.31 2.33
N -1.21 4.27 1.44
C -0.66 3.69 0.36
N -0.64 2.38 0.53
C 1.94 -1.82 -0.55
O 3.07 -1.78 -1.12
O 1.74 -2.66 0.49
H -0.21 -1.67 -4.28
H 0.80 -2.92 -3.45
H 1.31 -2.44 -5.04
H 2.61 -1.34 -3.16
H 1.78 -0.19 -4.21
H 0.00 0.11 -2.53
H 1.29 1.52 -1.03
H 2.75 0.70 -1.37
H 1.96 1.74 -2.58
H 0.15 -2.09 -1.52
H -0.23 0.44 -0.20
H -2.54 0.10 0.84
H -3.15 -1.91 1.91
H -2.26 -1.58 3.26
H -2.15 1.09 3.24
H -0.45 0.35 3.06
H -2.06 3.58 3.21
H -1.32 5.21 1.64
H -0.10 4.29 -0.42
H 0.74 -2.71 0.59


33
Properties=species:S:1:pos:R:3 method="wB97M-V/def2-TZVPD" homo_energy_ev=-8.5 multiplicity=1 orbital_gap_ev=9.226 e_lumo_ev=0.722 smiles=CCc1ccc(O)cc1.CC(C)C e_above_lowest_kcal_mol=80.0
C 2.95 3.28 2.02
C 2.07 2.61 3.01
C 0.83 2.00 2.35
C 0.98 1.77 0.95
C -0.04 1.43 0.00
C -1.18 0.80 0.60
O -2.16 0.23 -0.17
C -1.42 1.09 2.04
C -0.40 1.49 2.84
H 2.35 4.02 1.48
H 3.36 2.65 1.15
H 3.86 3.53 2.41
H 2.54 1.71 3.50
H 1.87 3.37 3.92
H 1.92 2.01 0.45
H 0.13 1.12 -1.00
H -2.72 0.83 -0.69
H -2.46 0.71 2.35
H -0.60 1.61 3.90
C -2.13 -1.76 -2.47
C -1.08 -2.73 -1.91
C -0.71 -3.95 -2.84
C 0.32 -1.97 -1.58
H -1.93 -1.46 -3.54
H -2.15 -0.78 -1.91
H -3.09 -2.27 -2.49
H -1.59 -3.02 -0.96
H 0.09 -3.65 -3.60
H -0.07 -4.58 -2.06
H -1.69 -4.42 -3.17
H 0.25 -1.39 -0.74
H 1.15 -2.64 -1.33
H 0.75 -1.63 -2.51


43
Properties=species:S:1:pos:R:3 method="wB97M-V/def2-TZVPD" total_charge=+1 homo_energy_ev=-12.3 multiplicity=1 orbital_gap_ev=5.152 e_lumo_ev=-7.146 e_above_lowest_kcal_mol=2.5
Tl 0.83 1.15 0.05
C -0.70 -0.56 -4.67
C -0.04 -0.16 -3.45
C 1.27 -0.85 -3.13
O 1.85 -0.61 -2.10
C 1.77 -1.81 -4.09
C 1.15 -2.13 -5.35
C -0.15 -1.46 -5.67
O -0.73 -1.66 -6.71
O 1.66 -2.89 -6.12
O -0.49 0.66 -2.68
H -1.69 -0.16 -4.87
H 2.72 -2.27 -3.85
C 1.18 -2.36 1.52
C 0.44 -2.73 0.28
O -0.38 -1.65 -0.20
O 1.97 -1.20 1.31
H 1.81 -3.23 1.77
H 0.52 -2.25 2.38
H -0.19 -3.60 0.49
H 1.14 -3.04 -0.51
H -1.10 -2.05 -0.70
H 2.79 -1.26 1.80
C 1.60 2.78 3.44
C 0.20 3.29 3.25
O -0.06 3.38 1.85
O 1.69 1.45 2.93
H 1.87 2.85 4.49
H 2.28 3.43 2.87
H 0.15 4.28 3.70
H -0.51 2.60 3.73
H -0.94 3.75 1.77
H 2.38 0.98 3.41
C -2.84 0.67 0.57
C -2.48 0.50 2.02
O -1.08 0.27 2.09
O -2.13 1.77 -0.01
H -3.91 0.77 0.42
H -2.45 -0.20 0.04
H -3.04 -0.36 2.42
H -2.76 1.37 2.62
H -0.87 -0.01 2.98
H -2.71 2.52 -0.10


34
Properties=species:S:1:pos:R:3 method="wB97M-V/def2-TZVPD" homo_energy_ev=-7.6 multiplicity=1 orbital_gap_ev=8.070 e_lumo_ev=0.425 smiles="C/C=[Si](/O)c1ccccc1.CC(C)C" e_above_lowest_kcal_mol=57.8
C 2.07 -3.07 -1.01
C 2.42 -2.40 0.27
Si 1.37 -1.66 1.42
O 1.65 -0.96 2.93
C -0.53 -1.47 1.22
C -1.30 -1.46 -0.02
C -2.53 -0.90 -0.15
C -3.21 -0.54 1.01
C -2.61 -0.62 2.22
C -1.25 -1.09 2.31
H 2.83 -3.83 -1.22
H 0.94 -3.27 -1.02
H 2.19 -2.33 -1.81
H 3.60 -2.28 0.34
H 2.33 -1.45 3.46
H -0.63 -1.52 -0.82
H -2.90 -0.66 -1.10
H -4.22 -0.16 0.96
H -3.19 -0.43 3.03
H -1.03 -1.26 3.39
C -0.82 3.17 -1.49
C 0.61 2.55 -1.25
C 0.69 2.15 0.28
C 0.85 1.25 -2.06
H -1.14 3.79 -0.67
H -1.43 2.29 -1.63
H -0.96 3.75 -2.36
H 1.31 3.35 -1.43
H 1.21 2.95 0.81
H 1.03 1.20 0.56
H -0.25 2.18 0.74
H 1.86 1.08 -2.30
H 0.45 1.27 -3.15
H 0.59 0.37 -1.48


39
Properties=species:S:1:pos:R:3 method="wB97M-V/def2-TZVPD" total_charge=-1 homo_energy_ev=-5.5 multiplicity=1 orbital_gap_ev=8.180 e_lumo_ev=2.649
C 5.69 1.27 0.85
C 5.37 -0.20 1.01
O 6.22 -1.04 1.14
O 4.05 -0.50 1.07
C 3.29 -0.15 -0.11
C 2.55 -1.37 -0.64
C 1.30 -0.97 -1.43
C 0.16 -0.40 -0.58
C -0.42 -1.40 0.44
C -1.96 -1.42 0.38
Al -2.83 0.38 0.68
C -4.61 0.17 1.67
C -5.85 0.12 0.84
O -6.99 -0.04 1.25
C -3.19 1.24 -1.19
C -2.26 2.33 -1.49
O -2.08 3.36 -0.93
Cl -1.22 2.03 -3.01
H 6.29 1.41 -0.06
H 6.28 1.60 1.71
H 4.79 1.87 0.78
H 3.98 0.22 -0.88
H 2.60 0.65 0.15
H 2.29 -2.01 0.20
H 3.23 -1.94 -1.28
H 0.92 -1.85 -1.97
H 1.57 -0.23 -2.19
H 0.48 0.52 -0.08
H -0.64 -0.13 -1.27
H -0.14 -1.10 1.46
H -0.01 -2.40 0.25
H -2.25 -1.81 -0.61
H -2.36 -2.13 1.11
H -1.87 1.36 1.55
H -4.59 -0.78 2.21
H -4.73 0.95 2.43
H -5.74 0.24 -0.26
H -3.10 0.47 -1.95
H -4.19 1.67 -1.25


Energy values (in Eh) by entry order: -673.2357 -2185.4999 -1960.7610 -11497.1735 -3302.9398 -1362.1413 -578.0648 -729.2141 -914.0199 -544.3583 -1393.7495 -833.8871 -1473.5048.